Arrangement P

DFT (wB97M-V/def2-TZVPD) results for an isolated ion of composition C3H6NO4P and charge -2.

Geometry as ORCA input:
```
! RIJCOSX wB97M-V def2-TZVPD def2/J DEFGRID3
* xyz -2 1
O 1.2873 -0.3587 1.1996
H -3.0238 -0.0658 0.0189
O 2.0325 1.7993 -0.0617
H -2.6834 0.6411 -1.4859
P 2.3400 0.3138 -0.0965
H 0.8170 -1.8834 -0.2326
C 0.4517 -1.3348 0.7754
H 0.2626 -2.0683 1.5661
H -0.2303 1.0870 -0.2046
N -0.8551 -0.7849 0.2472
O 3.7550 -0.0926 0.2629
H -2.5660 1.9261 -0.1744
C -2.4522 0.8064 -0.4393
C -1.0093 0.4404 -0.0685
O 1.8738 -0.4258 -1.3065
*
```

Calculated values
Structure (SMILES): C/C=N/COP(=O)([O-])[O-]
Gap between HOMO and LUMO (eV): 5.54
HOMO energy (eV): 0.6933

Want to see where the charge sits? The Mulliken charges in e are: -0.4062, 0.2826, -0.8055, 0.2027, 0.7894, 0.3118, -0.4165, 0.2598, 0.5047, -0.5568, -0.8424, 0.2631, -0.9513, 0.1255, -0.7609

Arrangement Q

DFT (wB97M-V/def2-TZVPD) results for C3H6NO4P as an isolated structure.

Geometry as ORCA input:
```
! RIJCOSX wB97M-V def2-TZVPD def2/J DEFGRID3
* xyz -2 1
H 0.3990 1.2816 0.9191
C 0.9196 -0.6674 0.9704
C -1.3470 -0.3849 -0.3314
H 1.3754 -1.4393 0.3632
H -2.3525 -0.0157 -0.1871
N -0.5366 -0.7037 1.3764
O -0.4237 0.2130 -2.8951
H 1.6481 -0.7060 1.9053
C 1.1511 0.7744 0.3466
O 1.0006 0.7256 -1.0433
O -0.9297 -1.8517 1.8432
P -0.6497 0.8212 -1.5503
H 2.1485 1.0764 0.5621
H -1.2537 -1.3757 -0.8445
O -1.1494 2.2519 -1.4344
*
```

Calculated values
Gap between HOMO and LUMO (alpha / beta) (eV): 5.66 / 5.67
HOMO energy (alpha / beta) (eV): 1.3801 / 1.3792

Want to see where the charge sits? The Mulliken charges in e are: 0.4564, -0.5278, -0.7580, 0.2951, 0.3694, -0.1537, -0.8032, 0.3503, -0.6828, -0.4386, -0.7803, 0.8905, 0.3552, 0.2303, -0.8029

Compare the structures above. Which one is the most stable? arrangement P is.